{"formula": "C44H40Cl2FKN6O4S2", "method": "ωB97M-V/def2-TZVPD", "elements": ["C", "C", "C", "C", "H", "C", "N", "H", "N", "K", "H", "C", "H", "H", "C", "O", "C", "H", "N", "H", "C", "C", "C", "C", "H", "C", "H", "C", "C", "N", "C", "C", "H", "H", "C", "H", "F", "H", "O", "H", "H", "C", "C", "C", "H", "H", "H", "H", "C", "C", "H", "S", "H", "S", "N", "Cl", "H", "H", "H", "H", "C", "C", "C", "C", "C", "C", "H", "H", "H", "H", "C", "H", "C", "H", "C", "H", "C", "C", "C", "Cl", "C", "C", "H", "O", "C", "C", "C", "H", "H", "N", "C", "H", "H", "C", "H", "H", "H", "C", "C", "O"], "xyz": [[4.842706, -2.464422, -7.257461], [1.693814, 4.722371, 7.925692], [-5.108328, -0.314393, 1.250099], [-3.915170, -6.295596, -5.289237], [-0.176777, -0.244160, 3.427436], [2.163585, 2.635767, 4.534767], [0.763275, 3.038433, 6.475583], [-3.263339, -5.525857, -2.059130], [3.392079, 2.368865, 2.441693], [-0.595609, 0.364352, -0.275027], [2.682937, 2.901761, 7.274867], [-3.663586, -5.053805, -5.863805], [2.550707, 5.256406, 7.518435], [2.428839, -0.610550, -3.563735], [4.052072, -3.045965, -5.063489], [3.455311, 0.327258, -1.417839], [-3.724123, 1.540022, 2.811624], [-0.040476, -3.659031, -3.883767], [-3.021934, -0.862272, 0.140554], [-1.264954, 3.142832, 6.013890], [2.296967, -1.640634, -3.897191], [0.439312, -3.113656, -4.704647], [-3.650872, -1.783341, -0.538012], [1.531008, 0.942972, 2.938345], [4.164902, 2.274825, 0.506621], [-0.754652, 4.520835, 7.623930], [1.307610, -3.684352, -5.035434], [2.395564, 1.971754, 3.320439], [-3.271817, -3.981812, -5.076812], [0.471170, 5.324428, 7.281072], [-3.129552, -4.162982, -3.702031], [-3.375582, -5.398186, -3.128362], [-0.035306, -2.382439, -6.663322], [-0.757164, 4.422422, 8.708165], [1.684851, 3.218533, 7.567502], [-6.813907, -1.465520, 0.594652], [-0.675502, 0.759571, 5.797232], [-0.911017, -3.861761, -6.221236], [0.903544, -0.639428, 1.337597], [4.590974, 4.287616, 0.900580], [5.477638, -2.662990, -8.111237], [-3.726541, -0.112683, 1.042798], [-0.620189, 3.168450, 6.890129], [-2.999871, -2.621154, -5.670734], [4.471341, 5.325235, 3.815447], [1.618228, 4.913113, 8.994450], [3.983261, -0.689288, -8.111716], [5.067313, 2.909103, 3.635283], [0.307162, 1.168973, 4.961918], [0.486593, 0.537370, 3.767352], [-4.219310, -7.125294, -5.914029], [-2.566002, -0.364161, -3.550311], [6.034110, 4.479831, 1.992288], [0.436965, 0.815603, -4.178270], [-1.663372, -2.136601, -5.342395], [-7.499689, 0.237641, 2.499836], [-3.097343, -2.646451, -6.758965], [-3.708160, -1.891982, -5.278205], [-1.627799, 5.089377, 7.312841], [2.506610, -2.291541, -3.044613], [-3.769515, -6.469788, -3.923593], [4.393940, 3.300958, 2.879676], [4.869034, -3.306888, -6.159263], [-5.752733, -1.300740, 0.467498], [-5.029548, -2.036520, -0.420416], [0.040489, -0.752952, -4.302381], [2.539333, -0.230581, -6.151874], [4.071386, -3.701455, -4.200165], [-2.835269, -3.318937, -3.092502], [-3.772913, -4.918453, -6.933775], [2.515955, 0.972419, 0.673861], [-5.610026, 1.915264, 3.764618], [1.616292, 0.326938, 1.606337], [-5.488022, -2.801956, -1.032952], [2.446811, 0.753865, -0.850104], [-3.054761, -2.361598, -1.233472], [3.404286, 1.866184, 1.154953], [-1.449582, -1.148495, -4.467430], [4.054172, 4.765415, 2.988917], [-2.909909, 2.714659, 3.854261], [-5.782393, 0.454107, 2.240862], [4.976980, 4.275784, 1.908011], [3.058961, 5.050157, 2.675977], [1.331314, 1.103207, -1.306377], [-2.959114, 0.892641, 1.829538], [-0.532052, -2.912371, -5.844831], [4.001164, -1.355906, -7.258904], [-3.963378, -7.435236, -3.475110], [-0.944225, 2.373424, 7.567885], [0.892059, -1.799826, -4.281753], [3.192164, -1.095717, -6.166401], [2.757427, 3.496725, 4.809166], [5.523918, -4.168738, -6.152533], [1.100793, 2.257599, 5.334487], [0.607453, 5.212440, 6.270158], [0.368337, 6.312625, 7.501749], [1.388349, 2.629220, 8.445230], [3.211214, -1.943654, -5.057473], [-5.094675, 1.345175, 3.002724], [-1.736224, 1.107593, 1.633293]], "atomic_forces_ev_per_a": [[0.0, 0.0, 0.0], [-0.2, 0.2, -0.1], [-0.2, 0.0, 0.1], [0.0, 0.0, -0.1], [0.0, 0.0, 0.0], [0.0, 0.0, 0.0], [0.0, 0.0, -0.1], [0.0, 0.0, 0.0], [0.0, 0.0, 0.1], [-1.3, -0.4, -1.3], [0.0, 0.0, 0.0], [0.0, 0.0, 0.0], [0.0, -0.1, 0.0], [0.0, -0.1, 0.1], [0.0, 0.0, 0.0], [0.0, 0.0, -0.1], [-0.2, 0.1, 0.1], [0.0, 0.0, 0.0], [-0.3, 0.4, 0.6], [0.0, 0.0, 0.0], [0.0, 0.0, -0.1], [0.0, 0.0, 0.0], [-0.1, 0.0, -0.1], [0.0, -0.1, -0.1], [0.0, 0.0, 0.0], [0.1, 0.2, 0.0], [0.0, 0.0, 0.0], [0.1, 0.2, -0.1], [0.0, 0.1, 0.1], [0.0, -0.1, 0.0], [0.0, -0.1, 0.0], [0.0, 0.0, 0.0], [0.0, 0.0, 0.0], [0.0, 0.0, 0.0], [0.1, 0.0, 0.0], [0.0, 0.0, 0.0], [0.0, 0.0, 0.0], [0.0, 0.0, 0.1], [0.7, -0.2, 0.3], [0.0, 0.0, 0.0], [0.0, 0.0, 0.0], [0.4, 0.0, 0.1], [0.0, 0.0, 0.1], [0.0, 0.1, 0.0], [0.0, 0.0, 0.0], [0.0, 0.0, 0.0], [0.0, 0.0, 0.0], [0.0, -0.1, 0.0], [0.0, 0.0, 0.0], [0.1, 0.1, 0.0], [0.0, 0.0, 0.0], [-0.4, -0.1, 0.0], [0.0, 0.0, 0.0], [0.1, 0.3, -0.2], [-0.2, -0.2, -0.1], [0.0, 0.0, 0.0], [0.0, -0.1, 0.0], [0.0, 0.0, 0.0], [0.0, -0.1, 0.0], [0.0, 0.0, 0.0], [0.0, 0.0, 0.1], [0.0, 0.0, -0.1], [0.0, 0.0, 0.0], [0.0, 0.1, 0.1], [0.1, -0.1, -0.1], [-0.8, -0.4, -0.3], [0.0, 0.0, 0.0], [0.0, 0.0, 0.0], [0.0, 0.0, 0.0], [0.0, 0.0, 0.0], [0.3, 0.1, 0.1], [0.0, 0.0, 0.0], [-0.1, -0.2, -0.1], [0.0, 0.0, 0.0], [0.0, 0.0, 0.3], [0.0, 0.0, 0.0], [-0.2, 0.0, 0.2], [1.0, 0.3, 0.3], [0.0, 0.0, -0.1], [-0.1, -0.1, -0.2], [0.0, -0.2, -0.2], [0.0, 0.0, 0.1], [0.0, 0.0, 0.0], [1.2, 0.2, -0.5], [-0.1, -0.3, -0.1], [0.0, 0.0, 0.0], [0.0, 0.0, 0.0], [0.0, 0.0, 0.0], [0.0, 0.0, 0.0], [0.2, 0.0, 0.2], [0.0, -0.1, 0.0], [0.0, 0.0, 0.0], [0.0, 0.0, 0.0], [-0.2, -0.1, 0.1], [0.0, 0.0, 0.0], [0.0, 0.0, 0.1], [0.0, 0.0, 0.0], [-0.1, 0.2, 0.0], [0.1, 0.2, 0.2], [-0.4, 0.2, 0.8]], "lowdin_charge": [-0.1012, -0.0726, -0.1803, -0.0857, 0.1439, 0.0589, -0.1265, 0.1051, -0.0042, 0.8780, 0.1332, -0.0478, 0.1299, 0.0732, -0.0508, 0.0076, -0.5588, 0.1340, 0.0715, 0.0815, -0.1155, -0.1079, -0.1755, -0.0404, 0.1376, -0.0612, 0.1264, -0.1175, -0.2148, 0.0389, -0.0352, -0.0712, 0.1388, 0.1312, -0.1222, 0.0820, 0.0581, 0.1283, -0.0436, 0.1048, 0.0966, -0.1198, -0.1306, -0.1240, 0.0942, 0.1291, 0.1002, 0.1509, -0.2038, 0.0958, 0.1008, 0.7176, 0.1062, 0.7809, -0.1148, 0.6379, 0.1299, 0.0852, 0.1353, 0.1359, -0.0919, -0.2703, -0.0909, -0.0368, -0.0506, -0.7671, 0.0993, 0.1116, 0.0756, 0.1103, -0.0278, 0.0957, -0.3423, 0.1016, -0.6696, 0.0711, 0.0424, -0.7496, -0.1077, 0.6361, -0.6268, -0.0867, 0.1113, -0.2155, -0.4352, -0.0999, -0.0823, 0.1002, 0.1321, -0.1121, -0.0280, 0.1036, 0.0983, -0.1509, 0.1822, 0.1815, 0.1336, -0.2095, -0.1624, -0.2061], "e_tot_ev": -129164.987, "molar_mass_g_mol": 909.98, "e_lumo_ev": -1.372, "homo_energy_ev": -6.02}